1.
Below is a single C18H25N3O5S molecule, with properties calculated with ωB97M-V/def2-TZVPD.

- HOMO (eV) = -8.65
- ΔE to the lowest compared entry with this formula, charge and spin (eV) = 1.5490
- SMILES = COCCN(CCOC)C(=O)CN1C(=O)N[C@@]2(CCCc3sccc32)C1=O
- gap between HOMO and LUMO (eV) = 9.45

```
52
C18H25N3O5S, DFT ωB97M-V/def2-TZVPD
C 4.655 3.364 -1.623
O 4.657 2.484 -0.529
C 3.467 2.553 0.233
C 3.456 1.414 1.254
N 2.981 0.179 0.659
C 3.907 -0.490 -0.230
C 4.591 -1.692 0.426
O 3.711 -2.793 0.438
C 4.238 -3.916 1.095
C 1.676 -0.115 0.821
O 0.931 0.582 1.490
C 1.102 -1.358 0.136
N -0.074 -0.912 -0.576
C -0.037 0.232 -1.379
O 0.962 0.826 -1.699
N -1.314 0.486 -1.746
C -2.273 -0.349 -1.055
C -3.239 -1.036 -2.030
C -4.396 -1.686 -1.278
C -5.253 -0.617 -0.598
C -4.364 0.276 0.194
S -4.913 1.263 1.503
C -3.311 1.832 1.794
C -2.412 1.297 0.936
C -3.022 0.412 0.007
C -1.347 -1.337 -0.334
O -1.664 -2.295 0.323
H 4.567 4.407 -1.293
H 5.604 3.226 -2.137
H 3.828 3.138 -2.306
H 2.591 2.455 -0.423
H 3.414 3.524 0.748
H 4.465 1.267 1.643
H 2.775 1.667 2.069
H 3.403 -0.810 -1.143
H 4.667 0.243 -0.506
H 4.889 -1.436 1.454
H 5.501 -1.949 -0.140
H 3.479 -4.693 1.038
H 4.456 -3.695 2.147
H 5.158 -4.266 0.611
H 0.766 -2.062 0.901
H 1.797 -1.861 -0.532
H -1.573 1.350 -2.191
H -3.622 -0.281 -2.722
H -2.692 -1.782 -2.609
H -3.989 -2.362 -0.525
H -5.007 -2.267 -1.971
H -5.790 -0.032 -1.353
H -5.999 -1.078 0.051
H -3.141 2.525 2.593
H -1.355 1.494 0.975
```

2.
Below is a single C18H25N7O3 molecule in a non-equilibrium geometry, with properties calculated with ωB97M-V/def2-TZVPD.

- HOMO (eV) = -8.35
- ΔE to the lowest compared entry with this formula, charge and spin (eV) = 0.0124
- SMILES = Nc1nc(NCCCN2CCOCC2)nc(NCc2ccccc2)c1[N+](=O)[O-]
- gap between HOMO and LUMO (eV) = 8.41

```
53
C18H25N7O3, DFT ωB97M-V/def2-TZVPD
N -4.796 -1.766 1.573
C -3.900 -1.261 0.722
N -3.082 -2.128 0.140
C -2.181 -1.654 -0.726
N -1.387 -2.566 -1.306
C -0.285 -2.217 -2.170
C 0.832 -1.479 -1.428
C 1.454 -2.340 -0.317
N 2.297 -1.644 0.633
C 3.433 -0.963 0.039
C 4.352 -0.486 1.164
O 3.676 0.382 2.043
C 2.551 -0.257 2.598
C 1.585 -0.735 1.513
N -2.019 -0.379 -1.068
C -2.810 0.529 -0.506
N -2.636 1.797 -0.882
C -1.569 2.197 -1.763
C -0.242 2.371 -1.058
C -0.178 2.720 0.284
C 1.048 2.892 0.906
C 2.223 2.727 0.194
C 2.165 2.384 -1.147
C 0.941 2.202 -1.767
C -3.817 0.147 0.447
N -4.630 1.066 1.077
O -5.480 0.685 1.888
O -4.498 2.271 0.829
H -4.794 -2.759 1.725
H -5.426 -1.130 2.048
H -1.482 -3.508 -0.964
H -0.669 -1.565 -2.960
H 0.094 -3.137 -2.618
H 1.597 -1.187 -2.149
H 0.403 -0.575 -0.997
H 0.654 -2.810 0.262
H 2.060 -3.134 -0.767
H 3.970 -1.665 -0.602
H 3.123 -0.089 -0.557
H 5.196 0.079 0.763
H 4.726 -1.360 1.719
H 2.070 0.478 3.246
H 2.874 -1.122 3.198
H 0.751 -1.268 1.975
H 1.192 0.145 0.978
H -3.209 2.492 -0.410
H -1.859 3.144 -2.229
H -1.464 1.435 -2.539
H -1.088 2.855 0.850
H 1.085 3.155 1.953
H 3.175 2.848 0.686
H 3.077 2.257 -1.713
H 0.900 1.927 -2.811
```

3.
Below is a molecular structure, C18H26B2CaF7N5O11P2, with properties calculated with ωB97M-V/def2-TZVPD.

- HOMO (spin up / spin down) (eV) = -3.08 / -3.08
- ΔE to the lowest compared entry with this formula, charge and spin (eV) = 2.3873
- charge = -2
- gap between HOMO and LUMO (spin up / spin down) (eV) = 7.37 / 6.75

```
72
C18H26B2CaF7N5O11P2, DFT ωB97M-V/def2-TZVPD
Ca 1.106 1.284 -0.212
C -0.303 -2.749 3.256
C 0.058 -1.694 2.250
N -0.705 -0.731 1.895
O -1.862 -0.651 2.583
B -2.703 0.561 2.386
F -3.371 0.488 1.132
F -3.678 0.472 3.394
O -2.070 1.890 2.546
N -0.744 2.017 2.328
C -0.299 3.217 2.307
C -1.138 4.450 2.454
C 1.169 3.342 1.998
N 1.788 2.228 1.939
O 3.090 2.230 1.455
B 3.751 0.892 1.688
F 5.021 1.019 1.130
F 3.792 0.601 3.049
O 3.119 -0.264 0.943
N 1.814 -0.454 1.392
C 1.456 -1.625 1.732
C 2.356 -2.818 1.766
C 1.800 4.659 1.673
H -1.363 -2.678 3.486
H 0.261 -2.627 4.186
H -0.080 -3.744 2.864
H -2.133 4.165 2.783
H -1.235 4.944 1.485
H -0.700 5.144 3.178
H 3.375 -2.518 1.536
H 2.018 -3.548 1.025
H 2.323 -3.296 2.746
H 1.310 5.478 2.196
H 1.701 4.841 0.598
H 2.861 4.628 1.915
O -3.378 1.774 -1.402
P -1.934 2.409 -1.100
O -1.996 3.783 -0.571
O -1.127 1.337 -0.424
O -1.315 2.455 -2.653
P 0.265 2.277 -2.783
O 0.485 2.980 -4.214
O 0.689 0.836 -2.769
O 0.976 3.050 -1.693
H -3.603 1.261 -0.601
H 1.397 2.832 -4.491
C -3.397 -3.259 -0.599
N -3.106 -2.207 -1.529
C -3.672 -2.341 -2.839
C -1.855 -1.505 -1.373
C -0.586 -2.265 -1.717
C -0.561 -3.480 -2.409
C 0.643 -4.086 -2.760
C 1.860 -3.504 -2.434
C 1.878 -2.298 -1.729
C 0.659 -1.775 -1.406
H -4.481 -3.393 -0.511
H -3.015 -2.985 0.386
H -2.966 -4.242 -0.868
H -4.765 -2.388 -2.773
H -3.345 -3.238 -3.398
H -3.411 -1.466 -3.436
H -1.781 -1.138 -0.348
H -1.873 -0.600 -1.982
H -1.498 -3.947 -2.684
H 0.627 -5.024 -3.302
H 2.791 -3.982 -2.719
H 2.804 -1.820 -1.430
F 3.700 1.878 -3.273
C 3.935 1.643 -1.986
F 4.468 2.699 -1.412
F 4.704 0.576 -1.851
```

4.
Below is a molecular structure, C18H26BCoN8OS in a non-equilibrium geometry, with properties calculated with ωB97M-V/def2-TZVPD.

- HOMO (spin up / spin down) (eV) = -17.95 / -17.96
- charge = +3
- multiplicity = 2
- gap between HOMO and LUMO (spin up / spin down) (eV) = 6.22 / 5.44

```
56
C18H26BCoN8OS, DFT ωB97M-V/def2-TZVPD
Co -0.355 -0.118 -0.556
C 3.226 -0.376 -2.557
C 2.354 -0.860 -1.595
N 1.213 -0.176 -1.630
N 1.310 0.759 -2.613
C 2.540 0.641 -3.172
B 0.154 1.802 -2.729
N -1.221 1.080 -2.899
C -2.281 1.357 -3.694
C -3.359 0.600 -3.301
C -2.891 -0.127 -2.214
N -1.604 0.156 -1.994
N 0.142 2.523 -1.360
C 0.425 3.769 -0.913
C 0.309 3.802 0.454
C -0.034 2.506 0.800
N -0.136 1.750 -0.297
N 0.307 2.796 -3.947
C -0.060 4.018 -4.070
C 0.141 4.407 -5.484
C 0.632 3.234 -6.108
N 0.682 2.238 -5.248
H 4.228 -0.720 -2.776
H 2.506 -1.657 -0.874
H 2.886 1.302 -3.951
H -2.217 2.061 -4.516
H -4.351 0.580 -3.734
H -3.418 -0.852 -1.599
H 0.714 4.569 -1.584
H 0.468 4.644 1.114
H -0.221 2.093 1.785
H -0.468 4.610 -3.253
H -0.113 5.360 -5.943
H 0.885 3.080 -7.153
C 0.460 -4.546 2.695
C -0.216 -5.247 1.505
C 0.037 -4.541 0.168
S -1.213 -3.342 -0.383
O -0.590 -1.958 -0.237
C -2.713 -3.383 0.617
C -2.657 -2.762 2.020
C -2.618 -1.233 2.101
H 0.076 -4.933 3.640
H 0.312 -3.460 2.690
H 1.535 -4.722 2.684
H -1.279 -5.422 1.680
H 0.199 -6.240 1.374
H 0.075 -5.227 -0.685
H 0.953 -3.940 0.162
H -2.949 -4.451 0.626
H -3.448 -2.893 -0.032
H -1.860 -3.205 2.611
H -3.585 -3.100 2.475
H -1.653 -0.831 1.814
H -2.780 -0.911 3.129
H -3.400 -0.769 1.483
```

no.,total energy (eV)
1,-44615.9881
2,-35643.9198
3,-106467.5841
4,-82166.4442